{"formula": "C21H42AsClKN5O5P", "method": "wB97M-V/def2-TZVPD", "species": ["K", "C", "C", "N", "O", "C", "C", "N", "O", "H", "H", "H", "H", "H", "H", "H", "O", "P", "N", "C", "C", "C", "C", "N", "C", "C", "C", "C", "N", "C", "C", "C", "C", "H", "H", "H", "H", "H", "H", "H", "H", "H", "H", "H", "H", "H", "H", "H", "H", "H", "H", "H", "H", "H", "H", "H", "H", "Cl", "C", "C", "O", "O", "H", "H", "C", "As", "C", "C", "H", "H", "H", "H", "H", "H", "H", "H", "H"], "xyz": [[-0.6334, 0.2980, 0.7801], [3.4053, 1.9546, 2.2486], [3.0116, 0.5325, 1.9578], [3.8150, -0.2766, 1.3710], [5.0259, 0.3979, 1.0312], [1.6806, 0.0235, 2.3635], [1.3949, -1.4571, 2.3399], [0.8183, 0.9378, 2.7051], [-0.3949, 0.5601, 2.9997], [3.4919, 2.5201, 1.3190], [4.3863, 1.9724, 2.7242], [2.6568, 2.4208, 2.8828], [5.5165, -0.3042, 0.5964], [2.0242, -1.9513, 1.6017], [0.3468, -1.6430, 2.1177], [1.6048, -1.8904, 3.3234], [0.2281, 2.0436, -0.3118], [-0.3981, 3.3147, -0.7536], [0.7259, 4.4952, -1.1747], [1.9880, 4.4140, -0.3912], [3.0323, 3.7317, -1.3140], [2.3088, 3.5446, -2.6616], [1.1590, 4.5511, -2.5807], [-1.3654, 4.1004, 0.3563], [-2.2821, 3.1956, 1.1123], [-1.8974, 3.3267, 2.6095], [-0.6263, 4.1931, 2.6033], [-0.8064, 5.0412, 1.3486], [-1.3785, 3.0895, -2.0468], [-2.4502, 4.0001, -2.4678], [-3.3219, 3.1235, -3.3678], [-2.3114, 2.1477, -3.9783], [-1.4264, 1.8033, -2.7861], [1.8296, 3.8518, 0.5287], [2.3107, 5.4217, -0.1195], [3.3672, 2.7795, -0.9039], [3.9075, 4.3724, -1.4279], [1.8952, 2.5358, -2.7242], [2.9601, 3.7068, -3.5222], [0.3346, 4.3354, -3.2560], [1.5229, 5.5629, -2.7909], [-2.1797, 2.1763, 0.7387], [-3.3191, 3.4949, 0.9482], [-1.6987, 2.3545, 3.0634], [-2.7018, 3.8298, 3.1523], [0.2467, 3.5408, 2.4995], [-0.5128, 4.7890, 3.5121], [0.0930, 5.5208, 0.9746], [-1.5479, 5.8264, 1.5318], [-2.0457, 4.8526, -3.0267], [-2.9871, 4.3988, -1.6093], [-3.8760, 3.7067, -4.1032], [-4.0376, 2.5673, -2.7547], [-1.7295, 2.6554, -4.7552], [-2.7706, 1.2601, -4.4146], [-0.4297, 1.4582, -3.0590], [-1.8697, 1.0175, -2.1804], [-1.4759, -4.6090, -1.0741], [-0.3757, -3.2033, -1.3314], [-0.9129, -1.8746, -0.7583], [-0.8152, -0.8809, -1.5136], [-1.3454, -1.8861, 0.4228], [-0.2171, -3.1006, -2.3979], [0.5627, -3.4443, -0.8362], [-5.3267, 0.7158, -0.4197], [-3.6249, -0.2132, 0.0048], [-4.3279, -2.0150, -0.2927], [-3.8581, -0.1935, 1.9539], [-6.1526, 0.3470, 0.1947], [-5.5688, 0.5515, -1.4709], [-5.2161, 1.7903, -0.2580], [-5.3624, -2.0781, 0.0527], [-3.7005, -2.7176, 0.2543], [-4.2818, -2.2729, -1.3517], [-4.7504, -0.7520, 2.2395], [-3.9489, 0.8330, 2.3133], [-2.9801, -0.6444, 2.4226]], "mulliken_charge": [1.81, -1.02, 0.65, -0.62, -0.48, 0.31, -0.86, -0.17, -0.62, -0.10, 0.51, 0.36, 0.37, 0.34, 0.08, 0.28, -0.95, -0.45, 0.01, -0.38, -0.44, -0.62, -0.73, -0.02, 1.10, -0.77, 0.25, -0.92, 0.93, -0.53, -0.42, -0.85, 0.13, -0.16, 0.46, 0.13, 0.46, 0.05, 0.53, 0.31, 0.39, -1.67, 0.29, 0.33, 0.36, -0.57, 0.55, 0.38, 0.43, 0.24, 0.25, 0.40, 0.07, 0.31, 0.40, 0.20, -0.37, -0.25, -0.62, 0.68, -0.75, -0.82, 0.32, 0.26, -1.34, 0.85, -1.30, -1.21, 0.45, 0.38, 0.27, 0.40, 0.33, 0.35, 0.45, 0.34, 0.28], "total_charge": -1, "lumo_energy_ha": 0.08727, "e_homo_ha": -0.153, "homo_lumo_gap_ev": 6.540, "energy_ev": -139123.4813, "max_force_ev_per_a": 2.14}

---

{"formula": "C21H42Cl6F3HfO18", "method": "wB97M-V/def2-TZVPD", "species": ["Hf", "F", "F", "F", "C", "O", "C", "O", "O", "C", "H", "H", "H", "H", "H", "H", "C", "O", "C", "O", "O", "C", "H", "H", "H", "H", "H", "H", "C", "O", "C", "O", "O", "C", "H", "H", "H", "H", "H", "H", "C", "O", "C", "O", "O", "C", "H", "H", "H", "H", "H", "H", "C", "O", "C", "O", "O", "C", "H", "H", "H", "H", "H", "H", "C", "O", "C", "O", "O", "C", "H", "H", "H", "H", "H", "H", "C", "Cl", "Cl", "H", "H", "C", "Cl", "Cl", "H", "H", "C", "Cl", "Cl", "H", "H"], "xyz": [[-11.2664, -16.2547, 12.5617], [-12.7428, -17.9875, 11.9544], [-11.5630, -14.2414, 13.6713], [-9.9222, -17.1512, 10.9777], [-7.0688, -15.2837, 10.6980], [-7.5369, -13.9462, 10.7961], [-8.7256, -13.6965, 11.4540], [-9.6080, -14.4882, 11.7366], [-8.8319, -12.3977, 11.6730], [-9.7398, -11.9323, 12.6339], [-7.7371, -15.9690, 10.1765], [-6.9918, -15.6451, 11.7234], [-6.0791, -15.4328, 10.2664], [-10.7460, -12.2396, 12.3487], [-9.6888, -10.8673, 12.8604], [-9.5496, -12.4014, 13.5992], [-11.4366, -20.8336, 12.8220], [-10.0642, -20.5555, 13.1052], [-9.6357, -19.3426, 13.3669], [-10.3385, -18.3062, 13.4044], [-8.2757, -19.3510, 13.5046], [-7.4352, -20.5176, 13.2929], [-11.8177, -20.3076, 11.9466], [-12.0789, -20.5279, 13.6479], [-11.5340, -21.9025, 12.6320], [-7.5704, -21.2636, 14.0762], [-6.3867, -20.2498, 13.1628], [-7.6630, -20.9697, 12.3276], [-12.2127, -16.7727, 8.2498], [-12.5745, -15.4136, 8.3500], [-12.5421, -14.7412, 9.5443], [-12.0520, -15.1264, 10.6078], [-13.2538, -13.6108, 9.2860], [-13.0807, -12.5527, 10.1458], [-11.1296, -16.8888, 8.2903], [-12.6351, -17.2703, 7.3768], [-12.7033, -17.3550, 9.0297], [-12.0098, -12.4084, 10.2884], [-13.6454, -12.6876, 11.0683], [-13.5334, -11.7701, 9.5370], [-15.7255, -17.0163, 11.5421], [-15.8375, -16.1898, 12.6404], [-14.7800, -15.4203, 13.0294], [-13.6509, -15.5592, 12.6723], [-15.1233, -14.4697, 13.8369], [-16.4454, -14.2760, 14.4074], [-15.3511, -17.9452, 11.9723], [-14.9647, -16.7385, 10.8126], [-16.6684, -17.2859, 11.0664], [-16.9359, -15.2234, 14.6309], [-17.0144, -13.6385, 13.7308], [-16.3708, -13.7589, 15.3641], [-9.0880, -14.1109, 16.0582], [-8.0596, -15.0631, 15.6124], [-8.2254, -15.8796, 14.5466], [-9.2498, -15.9816, 13.8795], [-7.0666, -16.5810, 14.3307], [-5.9937, -16.6567, 15.2665], [-9.7164, -13.7873, 15.2284], [-8.6087, -13.2234, 16.4712], [-9.7290, -14.5872, 16.8001], [-5.2175, -17.3093, 14.8668], [-6.3919, -17.0715, 16.1924], [-5.6766, -15.6528, 15.5490], [-12.7719, -15.1607, 16.8314], [-12.4082, -16.5171, 16.9939], [-12.2209, -17.3093, 15.8904], [-12.1193, -16.9037, 14.7492], [-12.0755, -18.6097, 16.2014], [-11.9607, -19.0672, 17.5491], [-12.7423, -14.6601, 17.7992], [-13.7545, -14.9670, 16.4014], [-12.0098, -14.5604, 16.3345], [-12.9256, -18.8352, 18.0000], [-11.2385, -18.4279, 18.0568], [-11.8898, -20.1411, 17.7215], [-10.5471, -20.2468, 8.9271], [-9.1778, -19.8700, 7.8471], [-10.5016, -21.9482, 9.4141], [-10.4511, -19.5722, 9.7779], [-11.4803, -20.0889, 8.3865], [-8.2056, -16.4471, 6.2509], [-9.9242, -16.6736, 5.6061], [-7.0587, -17.3363, 5.2603], [-7.9316, -15.3923, 6.2300], [-8.1910, -16.9275, 7.2292], [-10.1377, -12.0109, 7.2876], [-9.6895, -10.6678, 8.3432], [-9.4660, -13.5280, 7.8475], [-11.2242, -12.0671, 7.3545], [-9.8340, -11.7951, 6.2632]], "mulliken_charge": [2.32, -0.79, -0.77, -0.88, -0.14, -0.40, 0.01, 0.54, -0.41, -0.15, 0.07, -0.12, 0.36, -0.02, 0.34, -0.04, -0.32, -0.43, 0.28, 0.68, -0.16, -0.77, 0.02, 0.15, 0.30, 0.32, 0.26, 0.30, -0.52, -0.34, 0.30, 0.25, -0.37, -0.49, 0.18, 0.45, 0.12, 0.18, 0.19, 0.28, -0.46, -0.41, 0.33, 0.13, -0.29, -0.81, 0.22, 0.06, 0.34, 0.36, 0.32, 0.27, -0.40, -0.39, 0.33, 0.45, -0.25, -0.74, -0.14, 0.38, 0.23, 0.24, 0.31, 0.31, -0.23, -0.39, 0.18, 0.01, -0.22, -0.75, 0.32, 0.11, -0.09, 0.31, 0.30, 0.27, 0.40, -0.15, -0.18, -0.40, 0.27, 0.04, -0.16, -0.16, 0.30, -0.03, -0.37, -0.15, 0.00, 0.17, 0.38], "total_charge": 1, "lumo_energy_ha": -0.06777, "e_homo_ha": -0.455, "homo_lumo_gap_ev": 10.547, "energy_ev": -143904.7579, "max_force_ev_per_a": 3.95}

---

{"formula": "C21H42F3NO16", "method": "wB97M-V/def2-TZVPD", "species": ["N", "H", "H", "H", "H", "O", "H", "C", "C", "O", "C", "O", "O", "F", "H", "H", "H", "C", "C", "O", "C", "O", "O", "F", "H", "H", "H", "C", "C", "O", "C", "O", "O", "F", "H", "H", "H", "C", "O", "C", "C", "O", "C", "C", "O", "C", "H", "H", "H", "H", "H", "H", "H", "H", "H", "H", "H", "H", "H", "H", "C", "O", "C", "C", "O", "C", "C", "O", "C", "H", "H", "H", "H", "H", "H", "H", "H", "H", "H", "H", "H", "H", "H"], "xyz": [[-0.1927, 2.6119, -3.5179], [0.5511, 1.8393, -3.8536], [-1.1442, 2.2173, -3.5343], [-0.1300, 3.5216, -4.0887], [-0.2049, 2.9105, -2.5353], [1.1106, 1.0185, -1.4002], [1.1395, 0.4722, -0.5885], [2.3049, 2.9330, 0.9905], [1.8954, 4.2005, 0.2082], [3.1420, 4.7569, 0.0001], [4.0652, 3.9335, 0.2714], [5.2135, 4.1890, 0.0671], [3.6798, 2.7955, 0.7134], [0.8224, 4.9441, 0.7262], [1.7835, 1.9765, 0.7342], [2.3255, 3.0415, 2.0647], [1.4691, 3.7189, -0.6720], [3.9032, 0.8033, -2.2894], [4.2931, 0.0227, -1.0529], [5.6972, 0.2431, -1.0194], [6.0828, 0.6276, -2.1635], [7.3400, 0.7657, -2.3753], [5.1889, 0.9709, -2.9523], [4.0785, -1.2340, -1.0320], [3.5806, 1.8915, -2.3215], [3.0102, 0.1715, -2.6717], [3.6955, 0.1809, -0.2372], [0.7885, -2.5456, -0.6743], [-0.2455, -2.5467, -1.7819], [-1.4456, -3.0147, -1.0870], [-1.0934, -3.4332, 0.1329], [-1.8974, -4.0086, 0.8476], [0.1754, -3.2814, 0.3585], [0.0138, -3.5620, -2.6633], [0.7291, -1.5672, -0.0714], [1.8059, -2.6953, -0.9580], [-0.6403, -1.7219, -2.4313], [-1.9838, 5.7479, -2.4034], [-1.9472, 4.3179, -1.8604], [-3.1189, 3.8587, -1.4652], [-2.9337, 2.3496, -1.0852], [-3.0317, 1.7526, -2.1701], [-2.6798, 0.3538, -2.1615], [-3.0729, -0.0564, -3.5473], [-2.1776, 0.1916, -4.4847], [-2.3458, -0.1172, -5.7722], [-1.1175, 6.0246, -2.8110], [-2.2664, 6.5829, -1.8474], [-2.5867, 5.7105, -3.1093], [-3.9312, 3.9469, -2.2893], [-3.4523, 4.3533, -0.5728], [-3.7581, 2.2048, -0.5441], [-2.0806, 2.1791, -0.3516], [-2.8592, -0.2841, -1.2700], [-1.7001, 0.4831, -2.0387], [-4.0103, 0.3009, -3.8877], [-3.0670, -1.0928, -3.3983], [-2.6550, -1.0419, -6.1185], [-1.3488, 0.0247, -6.0697], [-2.8583, 0.6686, -6.1993], [-0.9940, 0.0130, 1.6417], [-0.3557, -0.4321, 2.8199], [-1.3052, -1.3834, 3.4643], [-0.3611, -2.1412, 4.4077], [-0.8454, -3.2524, 4.7512], [-0.1635, -4.0971, 5.5203], [-0.9973, -5.1265, 6.3275], [-0.4190, -5.9674, 7.2352], [0.4493, -7.0009, 6.6491], [-1.1118, -0.6766, 0.8571], [-0.2565, 0.8740, 1.3843], [-1.9880, 0.4026, 1.8044], [-1.5341, -2.0044, 2.5544], [-2.0199, -1.0240, 4.0557], [-0.2048, -1.4913, 5.3076], [0.4465, -2.2404, 3.9145], [0.2935, -3.3566, 6.3345], [0.7217, -4.7894, 5.0286], [-1.7620, -5.7277, 5.9312], [-1.7390, -4.4208, 6.8168], [1.3535, -6.3871, 6.2758], [0.0779, -7.5971, 5.8323], [0.8069, -7.7796, 7.4021]], "mulliken_charge": [-0.16, 0.44, 0.21, 0.43, -0.12, -0.48, -0.41, 0.36, 0.97, -0.33, 0.63, -0.59, -0.30, -0.29, -0.58, 0.36, -0.24, 0.29, 0.41, -0.31, 0.59, -0.70, -0.35, -0.33, 0.03, 0.10, 0.24, 0.03, 0.93, -0.41, 0.71, -0.60, -0.32, -0.34, -0.25, 0.46, -0.19, -1.44, -0.18, -0.83, -0.44, -0.23, -0.15, -0.96, -0.29, -1.06, 0.42, 0.43, 0.66, 0.35, 0.41, 0.76, -0.02, 0.54, -0.01, 0.65, 0.49, 0.37, 0.32, 0.40, -0.18, -0.36, -0.34, -0.86, -0.24, -0.08, -0.73, -0.38, -0.65, -0.11, -0.06, 0.63, 0.15, 0.32, 0.31, 0.61, 0.21, 0.14, 0.52, 0.26, 0.25, 0.32, 0.24], "lumo_energy_ha": -0.03105, "e_homo_ha": -0.318, "homo_lumo_gap_ev": 7.795, "energy_ev": -64844.1754, "max_force_ev_per_a": 10.81}